Entry 1:
{
  "formula": "C5H9NO2",
  "method": "ωB97M-V/def2-TZVPD",
  "e_lumo_ev": 0.4384,
  "total_energy_ev": -10908.4379,
  "de_lowest_kcal_mol": 187.66,
  "homo_energy_ev": -9.50,
  "max_force_ev_per_a": 8.24,
  "species": ["C", "C", "C", "C", "O", "C", "N", "O", "H", "H", "H", "H", "H", "H", "H", "H", "H"],
  "xyz": [[-0.20499, -0.64101, 2.41166], [-0.69839, 0.05977, 1.43517], [-0.22347, -0.15211, -0.04792], [-1.36633, -0.80828, -0.78243], [0.68691, -1.23890, -0.24045], [0.33146, 1.19188, -0.87743], [1.63629, 1.17008, -0.87507], [2.24525, 2.14248, -1.44681], [0.29216, -1.69424, 2.30687], [-0.19424, -0.75663, 3.57455], [-1.50975, 0.94412, 1.53856], [-2.43311, -0.39942, -0.66991], [-1.30677, -2.10309, -0.73378], [-1.22226, -0.58001, -1.82087], [1.56032, -0.78150, 0.29515], [-0.49902, 1.78284, -1.74033], [2.90595, 1.86403, -2.32696]],
  "atomic_forces_ev_per_a": [[1.65, -4.64, 3.80], [-0.89, 3.18, -1.69], [-1.38, -0.83, -0.61], [-2.59, -2.11, -1.32], [4.45, 3.56, 3.65], [-0.54, -1.62, -1.01], [-4.42, -3.03, 1.90], [4.36, 3.42, -6.09], [-0.12, 2.22, -1.34], [-1.32, 1.78, -1.99], [2.25, -1.94, 0.01], [1.46, -0.73, 0.66], [-0.39, 4.18, 0.28], [0.30, -0.27, -0.92], [-2.88, -2.29, -2.40], [2.85, -1.33, 3.01], [-2.78, 0.46, 4.06]]
}

---

Entry 2:
{
  "formula": "C5H9NO2",
  "method": "ωB97M-V/def2-TZVPD",
  "e_lumo_ev": 0.7050,
  "total_energy_ev": -10909.4943,
  "de_lowest_kcal_mol": 163.30,
  "homo_energy_ev": -8.09,
  "max_force_ev_per_a": 3.10,
  "species": ["C", "C", "C", "C", "N", "O", "O", "C", "H", "H", "H", "H", "H", "H", "H", "H", "H"],
  "xyz": [[1.50040, 1.44431, -0.56157], [0.71499, 0.23034, -0.80627], [-0.41726, -0.44143, -0.75224], [-1.37517, -0.81506, 0.25359], [-2.36710, 0.13005, 0.50552], [-0.20866, -0.94819, 1.49844], [0.22261, 0.10628, 2.35176], [0.66055, -1.02699, -1.62212], [2.52569, 1.18188, -0.29751], [1.55014, 2.04149, -1.47591], [1.05348, 2.05199, 0.22442], [-1.75471, -1.83497, 0.18495], [-1.99299, 1.05768, 0.66383], [-2.99758, -0.13817, 1.24938], [1.12554, -0.17425, 2.56103], [0.50770, -0.99281, -2.69746], [1.25236, -1.87215, -1.27986]],
  "atomic_forces_ev_per_a": [[0.16, -0.02, 0.27], [-1.77, -0.08, -1.50], [2.36, 0.63, -0.19], [0.82, 1.73, 1.68], [-0.01, -0.36, 0.23], [-1.08, -2.91, -0.05], [-0.81, 1.18, -0.34], [-0.07, 0.09, -0.11], [0.03, 0.08, 0.08], [0.01, -0.07, -0.03], [0.10, -0.03, 0.05], [0.29, 0.11, 0.48], [-0.05, -0.07, -0.13], [0.08, 0.04, 0.00], [-0.21, -0.15, -0.38], [0.08, -0.05, -0.09], [0.08, -0.12, 0.03]]
}

---

Entry 3:
{
  "formula": "C5H9NO2",
  "method": "ωB97M-V/def2-TZVPD",
  "e_lumo_ev": 0.4906,
  "total_energy_ev": -10908.6736,
  "de_lowest_kcal_mol": 182.23,
  "homo_energy_ev": -8.52,
  "max_force_ev_per_a": 8.74,
  "species": ["C", "C", "C", "C", "C", "H", "H", "H", "H", "H", "H", "H", "H", "H", "N", "O", "O"],
  "xyz": [[2.01340, -1.16198, 0.27333], [1.04943, -0.10179, -0.19113], [-0.47694, -0.30949, -0.07955], [-1.31344, -1.36537, -0.80625], [-1.15953, 0.53315, 0.80160], [1.96792, -1.84008, -0.70123], [1.45272, -1.46662, 1.20518], [3.07404, -0.62969, 0.65405], [1.30530, 2.75497, -0.65555], [-0.76731, -1.94797, -1.36825], [-2.45128, -1.60472, -0.62895], [-0.87803, 1.62862, 0.96979], [-1.27589, -0.08186, 1.74418], [-2.17667, 1.66500, -0.58345], [1.45845, 1.12415, -0.16284], [0.62636, 2.15461, -0.51784], [-2.44851, 0.64910, 0.04689]],
  "atomic_forces_ev_per_a": [[0.51, 1.18, -0.31], [-1.88, 2.48, 1.38], [0.03, -6.46, -5.69], [0.05, 6.21, 6.15], [-3.47, 2.44, 1.37], [0.87, 0.47, 2.73], [1.06, -0.94, -1.12], [-2.80, -1.76, -1.64], [1.45, 2.48, -0.52], [2.55, -3.24, -3.11], [2.72, 0.95, -0.36], [0.46, -2.15, 0.24], [-0.47, 1.20, -0.56], [-1.61, -4.94, 2.78], [1.81, -2.14, -0.41], [-2.19, -1.78, 0.15], [0.90, 5.98, -1.10]]
}

---

Entry 4:
{
  "formula": "C5H9NO2",
  "method": "ωB97M-V/def2-TZVPD",
  "e_lumo_ev": -2.7737,
  "total_energy_ev": -10904.7304,
  "de_lowest_kcal_mol": 273.16,
  "homo_energy_ev": -7.03,
  "max_force_ev_per_a": 5.46,
  "species": ["O", "C", "O", "C", "C", "C", "C", "N", "H", "H", "H", "H", "H", "H", "H", "H", "H"],
  "xyz": [[1.16625, -0.65486, 2.58282], [-0.34499, -1.49694, 0.21437], [-0.94010, -1.99715, -0.84029], [-1.21277, -0.72875, 1.13216], [0.15293, -0.05119, 0.07095], [-0.80631, 0.90370, -0.72681], [0.78266, 1.81330, -2.13655], [-0.23206, 1.91440, -1.27612], [0.43357, -2.19337, 0.60056], [-0.96715, -0.64776, 2.18235], [-2.16858, -0.51491, 0.67233], [0.68276, 0.49826, 0.87302], [0.93007, -0.13809, -0.70039], [1.84755, -0.41336, 3.21782], [-1.53900, 0.23060, -1.22722], [0.74959, 0.86284, -2.63128], [1.46558, 2.61329, -2.00772]],
  "atomic_forces_ev_per_a": [[-0.31, 0.39, -0.53], [-3.28, -3.98, 0.40], [0.29, 1.24, -0.49], [1.14, -2.13, -0.24], [-0.23, 5.45, -0.18], [2.05, -3.49, -1.23], [-3.62, 0.71, 3.59], [2.16, -0.82, -0.99], [0.14, 1.45, 0.48], [0.61, 0.68, 0.09], [0.00, 0.35, 0.02], [0.19, -0.51, 0.55], [0.20, -0.67, 0.04], [-0.09, -0.04, -0.04], [-1.06, 0.92, 0.53], [1.06, -0.16, -0.70], [0.74, 0.61, -1.30]]
}

---

Entry 5:
{
  "formula": "C5H9NO2",
  "method": "ωB97M-V/def2-TZVPD",
  "e_lumo_ev": 0.7335,
  "total_energy_ev": -10911.1207,
  "de_lowest_kcal_mol": 125.79,
  "homo_energy_ev": -8.93,
  "max_force_ev_per_a": 10.10,
  "species": ["C", "C", "C", "C", "C", "H", "H", "H", "H", "H", "H", "H", "H", "H", "N", "O", "O"],
  "xyz": [[1.94847, 0.09290, -0.05791], [0.52388, -0.03884, 0.37146], [-0.20460, 1.18523, 0.16642], [-1.62298, 0.68246, -0.27118], [-1.47696, -0.88970, -0.10386], [3.48033, -0.63271, -0.09834], [0.56383, -0.30013, 1.43716], [-0.10650, 1.89848, 0.88902], [0.65609, 1.46057, -0.46778], [-2.58980, 1.25188, 0.65083], [-1.94967, 0.91040, -1.11153], [-2.17787, -1.47320, -1.11270], [-2.27525, -1.02664, 0.65406], [0.12728, -1.98667, -0.29064], [-0.15180, -1.12060, -0.28351], [2.69437, -1.09825, 0.07964], [2.56118, 1.08483, -0.45113]],
  "atomic_forces_ev_per_a": [[2.64, -0.88, -0.30], [1.99, -3.22, 3.16], [-0.44, -0.48, -3.47], [1.18, -0.46, 10.02], [-7.24, 1.06, -4.33], [2.87, -0.09, -0.51], [0.50, 0.04, 0.40], [-0.38, 1.43, 2.43], [-2.25, 2.21, -1.84], [2.98, -1.94, -2.84], [-2.67, 2.44, -7.62], [2.04, 1.69, 2.59], [1.73, -1.33, 1.07], [2.49, -5.54, 0.35], [-0.79, 5.16, -0.19], [-3.00, 1.48, 0.22], [-1.63, -1.58, 0.85]]
}

---

Entry 6:
{
  "formula": "C5H9NO2",
  "method": "ωB97M-V/def2-TZVPD",
  "charge": 1,
  "e_lumo_ev": [-5.9334, -10.0142],
  "total_energy_ev": -10905.3297,
  "de_lowest_kcal_mol": 73.76,
  "homo_energy_ev": [-13.83, -13.31],
  "max_force_ev_per_a": 3.99,
  "spin_multiplicity": 2,
  "species": ["C", "C", "C", "O", "C", "N", "C", "O", "H", "H", "H", "H", "H", "H", "H", "H", "H"],
  "xyz": [[0.30026, -0.77767, 0.03066], [-0.16017, -0.12156, 1.32424], [-1.61118, -0.43471, 1.67937], [-1.93721, -1.49289, 2.14185], [0.21037, 0.10087, -1.19800], [1.03979, 1.11384, -1.35822], [2.29071, 1.33890, -0.56017], [-0.67117, -0.07407, -2.07517], [-0.36609, -1.64209, -0.09109], [1.31946, -1.15510, 0.08046], [0.39820, -0.44783, 2.20036], [-0.18221, 0.96666, 1.17678], [-2.41038, 0.28070, 1.42249], [0.83930, 1.67947, -2.16572], [1.95956, 1.79253, 0.36685], [2.91620, 0.46545, -0.70776], [2.80722, 2.13312, -1.10210]],
  "atomic_forces_ev_per_a": [[-0.45, -1.03, -0.39], [0.48, 1.31, 0.08], [-0.68, -1.55, -0.22], [0.31, 0.94, -0.19], [-3.15, -0.65, -2.36], [1.80, 0.66, 1.17], [-1.36, 1.05, -2.27], [1.11, -0.21, 1.99], [0.51, 0.05, -0.66], [0.05, -0.06, 0.56], [0.19, 0.18, -0.01], [0.28, -0.15, 0.52], [-0.15, 0.25, 0.06], [0.09, 0.05, -0.24], [0.80, -0.71, 0.66], [0.11, -0.13, 1.13], [0.07, 0.01, 0.17]]
}

---

Entry 7:
{
  "formula": "C5H9NO2S",
  "method": "ωB97M-V/def2-TZVPD",
  "e_lumo_ev": 0.4778,
  "total_energy_ev": -21748.3963,
  "de_lowest_kcal_mol": 75.29,
  "homo_energy_ev": -9.01,
  "max_force_ev_per_a": 10.09,
  "species": ["C", "C", "C", "C", "C", "H", "H", "H", "H", "H", "H", "H", "H", "H", "N", "O", "O", "S"],
  "xyz": [[0.34782, 0.50860, 0.34544], [-0.45814, -0.17639, 1.46807], [-1.45018, -1.01672, 0.68884], [-0.60342, 1.12993, -0.54445], [1.37648, -0.37255, -0.47980], [0.75006, 2.27153, 1.47763], [1.88941, 1.83127, 0.17482], [-0.91014, 0.93100, 2.18338], [0.32706, -0.87294, 2.01677], [-1.06697, -1.96849, 0.41502], [-2.28452, -1.25710, 1.16653], [-0.16436, 1.43069, -1.28962], [-0.92846, 2.15465, -0.21020], [1.28414, -1.69777, 1.07357], [1.35116, 1.46602, 1.00845], [1.70674, -1.62939, 0.07749], [1.85722, -0.01322, -1.46807], [-2.00885, -0.02383, -0.73819]],
  "atomic_forces_ev_per_a": [[2.85, -0.01, 2.76], [1.40, 1.49, 1.03], [1.73, 1.66, -1.06], [-5.73, -0.19, 6.27], [-1.98, -2.64, 4.10], [1.81, -1.93, -1.51], [-0.69, 0.16, 1.53], [1.18, -4.08, -1.97], [-2.07, 1.81, 0.01], [0.97, -0.64, -0.64], [-3.65, -0.73, 2.51], [4.36, 2.03, -8.87], [-0.24, -1.08, 0.74], [1.62, 0.32, -3.89], [-1.80, 1.32, -0.89], [-1.70, 1.29, 2.74], [1.31, 0.96, -2.64], [0.64, 0.27, -0.24]]
}

---

Entry 8:
{
  "formula": "C5H9NO3",
  "method": "ωB97M-V/def2-TZVPD",
  "e_lumo_ev": -0.1065,
  "total_energy_ev": -12960.3304,
  "de_lowest_kcal_mol": 100.91,
  "homo_energy_ev": -8.68,
  "max_force_ev_per_a": 5.62,
  "species": ["C", "N", "C", "C", "O", "C", "O", "O", "C", "H", "H", "H", "H", "H", "H", "H", "H", "H"],
  "xyz": [[0.53744, -1.51771, 0.42886], [0.08039, -0.49813, -0.51251], [-1.21124, 0.15443, -0.03974], [-0.57524, 1.51939, 0.42237], [-1.15203, 2.70878, 0.01151], [-0.40534, 1.50463, 2.03990], [-0.72565, 2.62191, 2.47252], [-0.07193, 0.42755, 2.49670], [0.87999, 0.95510, -0.57916], [0.22277, -1.08836, 1.40095], [-0.22819, -2.39240, 0.35126], [1.51013, -1.81823, 0.29770], [0.03060, -0.77292, -1.51730], [-1.71099, -0.48891, 0.72816], [-1.91819, 0.03226, -0.89554], [-1.29312, 3.23966, 0.80698], [0.63661, 1.37155, -1.61100], [1.87171, 1.10503, -0.22657]],
  "atomic_forces_ev_per_a": [[-4.60, -1.03, 0.92], [1.30, 2.46, -1.40], [-0.78, -0.87, -0.79], [1.13, -0.60, -1.17], [0.39, -1.68, -1.26], [-0.61, 1.77, -2.29], [0.27, -0.47, 0.80], [0.42, -0.88, 1.23], [-5.55, 0.63, 0.55], [1.25, -0.11, -0.12], [1.58, 1.12, -0.30], [2.21, -0.56, -0.24], [-0.03, -0.27, 1.28], [0.83, 0.76, -0.18], [0.49, 1.17, 0.39], [0.35, -0.07, 0.90], [0.64, -0.73, 1.34], [0.71, -0.65, 0.34]]
}

---

Entry 9:
{
  "formula": "C5H9NO3",
  "method": "ωB97M-V/def2-TZVPD",
  "e_lumo_ev": 0.7712,
  "total_energy_ev": -12961.5826,
  "de_lowest_kcal_mol": 72.03,
  "homo_energy_ev": -8.82,
  "max_force_ev_per_a": 2.90,
  "species": ["C", "O", "C", "N", "O", "H", "H", "H", "H", "H", "C", "C", "C", "O", "H", "H", "H", "H"],
  "xyz": [[0.92349, 1.60277, 1.10411], [-0.34149, 1.09301, 0.70831], [-0.70803, -0.13042, 1.24774], [-2.04610, -0.32434, 1.06710], [-0.05762, -0.72990, 2.08400], [0.83760, 2.68755, 1.12517], [1.66160, 1.29778, 0.35841], [1.27175, 1.25981, 2.07936], [-2.51009, 0.16549, 0.32233], [-2.42967, -1.20615, 1.35999], [0.20831, 0.14544, -2.53643], [0.42438, -0.70790, -1.38485], [0.55026, -1.52039, -0.49341], [1.01091, -2.47406, 0.27915], [-0.37444, -0.39053, -3.28878], [-0.34283, 1.04198, -2.24888], [1.15820, 0.44423, -2.98123], [0.76376, -2.25437, 1.19793]],
  "atomic_forces_ev_per_a": [[0.59, 0.00, -0.27], [-0.60, -1.21, 0.68], [-0.74, 2.39, 1.45], [0.32, -0.18, -0.50], [0.33, -0.39, -0.69], [-0.07, -0.04, -0.11], [0.05, 0.09, 0.05], [-0.38, -0.17, -0.04], [0.05, -0.02, -0.04], [0.11, -0.01, -0.06], [-0.30, 0.19, -0.10], [0.09, -1.43, 1.01], [0.94, 0.48, -1.65], [-0.43, -0.04, 0.34], [0.03, 0.12, -0.05], [0.03, 0.08, -0.07], [-0.03, 0.05, 0.00], [0.01, 0.10, 0.03]]
}

---

Entry 10:
{
  "formula": "C5H9NO3",
  "method": "ωB97M-V/def2-TZVPD",
  "e_lumo_ev": 0.1426,
  "total_energy_ev": -12959.8890,
  "de_lowest_kcal_mol": 111.09,
  "homo_energy_ev": -9.72,
  "max_force_ev_per_a": 6.14,
  "species": ["C", "C", "C", "N", "C", "O", "C", "O", "H", "H", "H", "H", "H", "H", "H", "O", "H", "H"],
  "xyz": [[1.79528, -2.84419, 0.28114], [1.28588, -1.42648, 0.11728], [-0.16985, -1.29702, 0.14154], [-1.19964, -1.68761, -0.33167], [2.06697, -0.46216, -0.76927], [3.16328, -0.99426, -1.41701], [2.08394, -0.27482, 0.72234], [3.19288, -0.63281, 1.46083], [2.88872, -2.84797, 0.29802], [1.41684, -3.28028, 1.21441], [1.45415, -3.47196, -0.55188], [1.48071, 0.26091, -1.34444], [3.83509, -0.31284, -1.52064], [1.51424, 0.57405, 1.11346], [3.89538, 0.00816, 1.31304], [-1.50340, 0.65810, 0.33108], [-2.07604, -0.23838, -0.15346], [-0.85057, 1.08877, -0.23140]],
  "atomic_forces_ev_per_a": [[-0.04, -0.28, 0.02], [0.36, 1.05, 0.98], [-3.10, -3.88, -3.61], [3.67, 0.93, 2.18], [-0.63, 0.39, 0.05], [0.15, -0.24, -0.14], [-0.33, 0.11, -0.04], [0.34, -0.09, 0.14], [-0.29, 0.04, 0.04], [0.13, 0.15, -0.21], [0.04, 0.22, 0.18], [0.12, -0.21, 0.07], [-0.02, 0.01, 0.01], [0.04, -0.30, -0.07], [0.01, 0.00, 0.03], [-2.81, -1.59, -0.41], [2.96, 4.09, 1.51], [-0.63, -0.39, -0.72]]
}